Entry 1:
A 7-piece molecular cluster, C6H27NO7 overall in a non-equilibrium geometry. Source: the OMol25 dataset; level of theory: ωB97M-V/def2-TZVPD.

XYZ file:
```
41
Properties=species:S:1:pos:R:3
O 37.245 5.018 -15.231
H 37.346 4.097 -15.537
H 37.892 5.652 -15.739
H 36.297 5.269 -15.396
C 41.249 5.759 -17.694
C 39.951 5.269 -17.055
O 39.052 6.214 -16.636
H 41.078 6.124 -18.713
H 41.866 4.870 -17.859
H 41.713 6.600 -17.178
H 40.109 4.507 -16.262
H 39.560 4.592 -17.857
C 38.870 8.940 -13.308
C 37.838 7.966 -12.708
C 38.281 6.766 -11.891
O 38.842 7.176 -10.655
C 38.122 6.695 -9.547
N 36.816 8.770 -12.011
H 38.365 9.427 -14.144
H 39.668 8.367 -13.786
H 39.156 9.642 -12.529
H 37.381 7.495 -13.591
H 39.059 6.238 -12.450
H 37.419 6.099 -11.824
H 37.088 7.061 -9.501
H 38.618 6.911 -8.604
H 38.002 5.605 -9.635
H 36.477 9.450 -12.686
H 37.270 9.360 -11.319
O 37.746 8.644 -17.400
H 38.037 7.784 -17.042
H 38.425 8.864 -18.041
O 37.421 2.390 -14.398
H 37.349 1.772 -13.665
H 37.666 1.843 -15.151
O 35.059 6.384 -15.335
H 34.250 6.401 -15.855
H 35.186 7.293 -15.040
O 36.124 3.127 -16.948
H 35.318 3.357 -17.419
H 36.255 2.193 -17.137
```

E   -22479.9129 eV
Multiplicity   1
ΔE to the lowest compared entry with this formula, charge and spin   86.16 kcal/mol
Orbital gap   6.9 eV

=====

Entry 2:
C45H40AsSSb2V as an isolated structure in a non-equilibrium geometry. Source: the OMol25 dataset; level of theory: ωB97M-V/def2-TZVPD.

XYZ file:
```
90
Properties=species:S:1:pos:R:3
V 0.523 -0.745 -0.716
S 2.627 -1.231 -0.861
C 3.459 -1.284 0.697
C 4.839 -1.439 0.748
C 5.462 -1.548 1.981
C 4.716 -1.514 3.153
C 3.338 -1.349 3.101
C 2.708 -1.227 1.873
As 0.795 -1.116 1.637
C 0.246 -0.464 3.390
C 0.549 0.863 3.686
C 0.344 1.349 4.967
C -0.162 0.513 5.953
C -0.463 -0.808 5.655
C -0.258 -1.305 4.376
C 0.275 -2.988 1.654
C -1.064 -3.313 1.885
C -1.452 -4.641 1.954
C -0.516 -5.646 1.747
C 0.808 -5.326 1.485
C 1.208 -3.998 1.445
H 5.414 -1.472 -0.169
H 6.536 -1.666 2.027
H 5.210 -1.625 4.109
H 2.753 -1.310 4.012
H 0.962 1.503 2.914
H 0.589 2.376 5.202
H -0.314 0.888 6.956
H -0.850 -1.463 6.425
H -0.479 -2.340 4.158
H -1.788 -2.523 2.059
H -2.481 -4.892 2.176
H -0.822 -6.683 1.799
H 1.533 -6.113 1.329
H 2.250 -3.756 1.275
C -1.105 2.525 0.198
C -2.427 2.269 -0.534
C -3.088 0.937 -0.191
Sb -2.105 -0.857 -0.918
C -3.800 -2.106 -1.179
C -3.723 -3.456 -0.858
C -4.840 -4.264 -1.018
C -6.024 -3.725 -1.498
C -6.092 -2.379 -1.831
C -4.982 -1.565 -1.669
C -1.687 -0.311 -2.951
C -2.615 0.319 -3.777
C -2.314 0.553 -5.112
C -1.076 0.184 -5.623
C -0.134 -0.422 -4.806
C -0.447 -0.676 -3.479
Sb 0.652 1.819 -0.853
C 2.225 2.547 0.381
C 3.531 2.203 0.038
C 4.590 2.685 0.791
C 4.347 3.499 1.890
C 3.046 3.834 2.235
C 1.980 3.362 1.480
C 0.765 3.147 -2.520
C 1.702 4.173 -2.485
C 1.731 5.104 -3.512
C 0.830 5.013 -4.565
C -0.091 3.976 -4.601
C -0.125 3.037 -3.581
H -1.122 2.071 1.191
H -0.930 3.595 0.312
H -2.297 2.371 -1.615
H -3.126 3.056 -0.240
H -4.102 0.893 -0.587
H -3.162 0.816 0.892
H -2.796 -3.886 -0.503
H -4.782 -5.315 -0.769
H -6.895 -4.354 -1.618
H -7.011 -1.958 -2.217
H -5.055 -0.517 -1.929
H -3.577 0.620 -3.384
H -3.049 1.025 -5.750
H -0.847 0.365 -6.665
H 0.829 -0.713 -5.206
H 0.293 -1.228 -2.881
H 3.721 1.563 -0.817
H 5.606 2.433 0.516
H 5.174 3.883 2.471
H 2.856 4.473 3.088
H 0.966 3.645 1.740
H 2.403 4.251 -1.663
H 2.459 5.903 -3.485
H 0.846 5.753 -5.354
H -0.785 3.893 -5.427
H -0.837 2.224 -3.633
```

E   -157734.8996 eV
Multiplicity   3
Net charge   +2
ΔE to the lowest compared entry with this formula, charge and spin   6.17 kcal/mol
Orbital gap (spin up / spin down)   6.7 / 7.6 eV

=====

Entry 3:
C43H56F3N4O3PSbSeZn as an isolated structure. Source: the OMol25 dataset; level of theory: ωB97M-V/def2-TZVPD.

XYZ file:
```
113
Properties=species:S:1:pos:R:3
Zn -2.067 -1.836 -0.493
Se -3.491 -3.813 -0.637
C -4.397 -3.262 0.865
N -4.938 -2.882 1.812
O -0.148 0.854 -0.382
P 0.422 2.241 -0.182
C 0.993 2.302 1.549
C 1.807 3.529 2.010
C 1.837 3.613 3.543
C 1.904 2.217 4.155
C 0.610 1.433 3.865
C -0.075 1.917 2.578
C -0.805 3.492 -0.727
C -2.256 2.993 -0.647
C -2.907 3.202 0.714
C -2.799 4.653 1.170
C -1.344 5.112 1.187
C -0.680 4.923 -0.174
C 1.969 2.401 -1.166
C 2.542 3.809 -1.432
C 1.953 4.516 -2.655
C 2.007 3.633 -3.897
C 1.299 2.305 -3.650
C 1.922 1.572 -2.465
H 1.679 1.443 1.509
H 1.402 4.456 1.605
H 2.827 3.442 1.631
H 0.942 4.126 3.908
H 2.688 4.218 3.858
H 2.077 2.273 5.230
H 2.766 1.690 3.734
H -0.086 1.539 4.700
H 0.837 0.367 3.778
H -0.706 2.780 2.800
H -0.722 1.138 2.173
H -0.558 3.530 -1.791
H -2.317 1.941 -0.925
H -2.826 3.560 -1.391
H -2.436 2.544 1.453
H -3.954 2.903 0.650
H -3.245 4.781 2.158
H -3.369 5.288 0.484
H -0.801 4.551 1.953
H -1.280 6.163 1.472
H 0.361 5.248 -0.141
H -1.178 5.584 -0.891
H 2.673 1.887 -0.499
H 3.615 3.682 -1.606
H 2.459 4.443 -0.549
H 2.508 5.442 -2.824
H 0.920 4.815 -2.472
H 3.053 3.433 -4.155
H 1.566 4.152 -4.749
H 1.363 1.670 -4.536
H 0.232 2.482 -3.477
H 2.956 1.327 -2.727
H 1.420 0.620 -2.282
F 5.747 -0.750 -2.577
C 4.586 -1.293 -2.183
C 3.949 -2.188 -3.020
C 2.749 -2.748 -2.603
C 2.196 -2.399 -1.374
C 2.860 -1.483 -0.560
C 4.069 -0.930 -0.953
Sb 0.358 -3.217 -0.713
C 1.034 -4.563 0.778
C 0.078 -5.307 1.475
C 0.461 -6.206 2.459
C 1.809 -6.341 2.735
F 2.187 -7.204 3.687
C 2.781 -5.625 2.063
C 2.384 -4.732 1.078
C -0.060 -4.576 -2.279
C 0.378 -5.897 -2.238
C 0.060 -6.777 -3.261
C -0.700 -6.313 -4.318
F -1.015 -7.161 -5.307
C -1.151 -5.009 -4.393
C -0.825 -4.143 -3.360
H 4.396 -2.443 -3.971
H 2.249 -3.461 -3.246
H 2.436 -1.188 0.395
H 4.607 -0.227 -0.331
H -0.977 -5.206 1.236
H -0.261 -6.802 3.000
H 3.823 -5.775 2.309
H 3.137 -4.170 0.539
H 0.966 -6.254 -1.400
H 0.385 -7.808 -3.248
H -1.747 -4.694 -5.238
H -1.178 -3.118 -3.408
C -1.904 -0.136 -3.162
O -1.353 -0.636 -1.945
H -2.621 0.664 -2.968
H -2.419 -0.952 -3.664
H -1.102 0.230 -3.804
H -0.814 0.052 -1.440
C -5.230 0.691 2.123
N -3.923 0.071 2.357
C -3.526 -0.212 3.622
C -2.426 -0.943 3.888
C -1.708 -1.463 2.773
N -2.087 -1.168 1.536
C -3.207 -0.427 1.298
O -3.540 -0.262 0.119
N -0.632 -2.235 2.953
H -5.991 0.117 2.647
H -5.430 0.659 1.058
H -5.219 1.724 2.468
H -4.159 0.181 4.405
H -2.128 -1.157 4.903
H -0.384 -2.556 3.872
H -0.189 -2.674 2.163
```

E   -195345.4266 eV
Multiplicity   1
Net charge   +1
ΔE to the lowest compared entry with this formula, charge and spin   2.66 kcal/mol
Orbital gap   8.4 eV

=====

Entry 4:
C41H40Br2N3O4P2Re as an isolated structure in a non-equilibrium geometry. Source: the OMol25 dataset; level of theory: ωB97M-V/def2-TZVPD.

XYZ file:
```
93
Properties=species:S:1:pos:R:3
Re -6.003 15.359 14.086
C -1.613 15.497 11.210
C -2.497 16.686 11.100
C -2.058 17.715 10.213
C -2.846 18.845 10.075
C -4.002 18.959 10.885
C -4.814 20.116 10.903
Br -4.381 21.682 10.007
C -5.955 20.133 11.658
C -6.392 19.043 12.383
Br -7.992 19.464 13.358
C -5.658 17.842 12.356
O -6.251 16.714 12.795
C -4.395 17.819 11.697
N -3.596 16.734 11.817
H -0.605 15.796 11.637
H -1.417 15.115 10.185
H -2.085 14.678 11.784
H -1.133 17.550 9.658
H -2.570 19.660 9.393
H -6.432 21.115 11.761
O -6.989 16.498 15.435
P -8.078 16.219 16.518
C -7.562 14.706 17.428
P -6.854 13.355 16.360
O -5.652 14.062 15.614
C -8.101 12.779 15.303
C -9.161 12.043 15.879
C -10.107 11.450 15.072
C -10.059 11.670 13.688
C -9.039 12.441 13.137
C -8.120 13.063 13.945
C -6.241 12.001 17.338
C -5.134 12.297 18.135
C -4.482 11.310 18.823
C -4.959 9.999 18.770
C -6.045 9.670 17.954
C -6.651 10.651 17.195
C -8.163 17.547 17.711
C -6.970 17.989 18.292
C -7.012 19.066 19.182
C -8.216 19.737 19.433
C -9.372 19.307 18.851
C -9.372 18.192 18.015
C -9.665 16.004 15.819
C -9.949 16.313 14.492
C -11.199 16.028 13.905
C -12.206 15.484 14.675
C -11.996 15.322 16.043
C -10.728 15.529 16.615
H -8.433 14.324 17.999
H -6.803 14.987 18.201
H -9.125 11.847 16.951
H -10.914 10.835 15.527
H -10.828 11.295 13.021
H -8.986 12.705 12.059
H -7.348 13.810 13.565
H -4.739 13.302 18.171
H -3.649 11.521 19.485
H -4.486 9.279 19.428
H -6.402 8.639 17.927
H -7.524 10.384 16.616
H -6.030 17.446 18.115
H -6.083 19.419 19.638
H -8.183 20.612 20.084
H -10.343 19.779 19.029
H -10.295 17.860 17.546
H -9.206 16.896 13.932
H -11.352 16.273 12.841
H -13.210 15.318 14.301
H -12.785 14.960 16.701
H -10.549 15.455 17.688
C -5.213 12.636 10.853
N -4.210 12.322 11.881
C -3.258 11.248 11.641
C -2.644 10.813 12.969
C -2.137 12.023 13.776
N -3.211 13.045 13.881
C -2.962 14.251 14.681
C -4.122 13.172 12.915
O -4.950 14.177 12.930
H -6.128 12.932 11.349
H -5.330 11.776 10.192
H -4.857 13.484 10.214
H -2.452 11.570 10.961
H -3.812 10.426 11.174
H -1.796 10.172 12.782
H -3.344 10.205 13.573
H -1.275 12.528 13.243
H -1.855 11.701 14.778
H -2.805 13.960 15.734
H -3.881 14.861 14.657
H -2.058 14.786 14.316
```

E   -216596.5344 eV
Multiplicity   4
Net charge   +3
ΔE to the lowest compared entry with this formula, charge and spin   0.93 kcal/mol
Orbital gap (spin up / spin down)   6.0 / 4.8 eV

=====

What is the multiplicity in the first record?
1